The following is a quantum chemistry calculation of an isolated ion of composition C7H8NO4 and charge -1, from the Open Molecules 2025 dataset.

Structure (XYZ):
```
20
Properties=species:S:1:pos:R:3:nbo_charge:R:1
C 1.434 -2.971 0.433 -0.43
C 1.641 -1.707 0.717 0.16
N 1.951 -0.255 0.872 -0.59
C 0.902 0.429 -0.016 -0.16
C -0.319 0.838 0.952 -0.45
C -1.774 0.846 0.198 -0.10
O -2.310 -0.490 -0.025 -0.54
C -1.967 -1.019 -1.304 0.63
O -1.893 -0.384 -2.397 -0.57
C 1.652 1.710 -0.678 0.73
O 2.897 1.628 -1.011 -0.71
O 0.895 2.885 -0.819 -0.84
H 1.176 -3.996 -0.029 0.26
H 1.709 0.031 1.838 0.37
H 0.643 -0.334 -0.833 0.22
H -0.455 0.155 1.873 0.19
H -0.119 1.916 1.345 0.26
H -1.783 1.535 -0.726 0.24
H -2.491 1.354 0.967 0.18
H -1.791 -2.170 -1.358 0.14
```

**HOMO level**: -4.3 eV
**Charge**: -1
**Energy relative to the best compared isomer or geometry (same formula, charge and spin)**: 124.3 kcal per mole
**E_tot**: -627.1266 a.u.
**Structure (SMILES)**: C#CN[C@@H](CCOC=O)C(=O)[O-]
**Gap between HOMO and LUMO**: 7.56 eV
**LUMO**: 3.251 eV